Density functional theory data (the ωB97M-V functional and the def2-TZVPD basis) for C20H15N5O5 in the gas phase.

The geometry in ORCA input format:
```
! wB97M-V def2-TZVPD RIJCOSX def2/J DEFGRID3
* xyz 0 1
N -3.56 -3.99 -0.74
C -4.02 -3.71 0.27
C -4.58 -3.32 1.54
H -3.89 -3.63 2.33
H -5.53 -3.85 1.69
C -4.81 -1.80 1.60
N -3.59 -1.10 1.30
C -2.57 -0.83 2.13
C -1.57 -0.25 1.36
C -2.12 -0.21 0.05
N -3.34 -0.73 0.05
C -1.56 0.33 -1.18
C -0.77 1.48 -1.18
C -0.26 1.97 -2.37
C -0.54 1.31 -3.56
C -1.35 0.18 -3.58
C -1.86 -0.30 -2.39
H -2.49 -1.18 -2.37
H -1.57 -0.30 -4.52
N 0.00 1.82 -4.79
O 0.71 2.80 -4.74
O -0.30 1.24 -5.82
H 0.36 2.85 -2.39
H -0.57 2.00 -0.26
C -0.25 0.16 1.89
O -0.11 0.55 3.03
N 0.76 0.01 0.98
C 2.10 0.36 1.09
C 2.90 0.21 -0.05
C 4.23 0.54 -0.01
C 4.80 1.04 1.16
C 4.00 1.19 2.29
C 2.66 0.86 2.26
H 2.04 0.98 3.14
H 4.45 1.58 3.19
C 6.22 1.40 1.25
O 6.77 1.83 2.23
O 6.90 1.21 0.10
H 7.82 1.47 0.22
H 4.85 0.42 -0.89
H 2.46 -0.17 -0.96
H 0.49 -0.36 0.07
H -2.58 -1.06 3.17
H -5.54 -1.51 0.84
H -5.17 -1.52 2.59
*
```

- SMILES: N#CCCn1cc(C(=O)Nc2ccc(C(=O)O)cc2)c(-c2ccc([N+](=O)[O-])cc2)n1
- Kohn-Sham gap: 8.075 eV
- Strongest force on any atom: 0.02715 Eh/bohr
- HOMO level: -8.89 eV